Record 1
14
Properties=species:S:1:pos:R:3:forces:R:3 method="wB97M-V/def2-TZVPD" smiles=C[C@H]1[C@H](F)[C@@]1(O)C#N homo_ev=-10.377 gap_ev=11.03 lumo_ev=0.65
C 1.93918 -1.09822 0.29540 -0.4 0.8 0.4
C 0.84647 -0.10842 0.71679 0.1 -0.1 0.0
C 0.42095 1.07616 -0.08017 -0.3 0.3 1.1
F 0.16233 2.19004 0.71618 0.1 -0.6 -0.8
C -0.54761 -0.07468 0.06993 0.0 -0.1 -0.1
O -1.69743 0.14499 0.81987 0.4 0.9 -0.1
C -0.71107 -0.89380 -1.13664 -0.1 -1.3 -1.4
N -0.80006 -1.60891 -2.05764 0.2 1.6 1.9
H 2.15984 -1.80918 1.09569 -0.2 0.0 -0.2
H 1.62777 -1.60727 -0.61146 0.1 -0.2 0.0
H 2.84750 -0.53598 0.08467 0.1 -0.1 0.0
H 0.81119 0.24365 1.75463 -0.1 -0.6 -0.2
H 0.81103 1.33271 -1.03981 0.2 0.2 -0.5
H -2.22603 -0.63816 0.92332 -0.1 -0.7 0.0

---

Record 2
16
Properties=species:S:1:pos:R:3:forces:R:3 method="wB97M-V/def2-TZVPD" homo_ev="-16.671 / -17.191" gap_ev="7.66 / 7.95" s_squared=20.040 charge=+2 lumo_ev="-9.01 / -9.24" spin_multiplicity=9
C -1.15547 -0.72568 -0.20828 -2.1 1.4 -0.4
C -1.43707 0.57365 0.39234 -2.2 -4.1 -0.1
H -1.86524 -1.54949 -0.07041 -0.8 0.5 0.9
H -1.07653 -0.58041 1.18794 0.4 1.4 -0.9
H -2.46367 0.60926 0.75521 0.1 0.3 0.6
Gd -0.52747 -0.55192 -2.47284 1.2 -0.4 0.7
C -0.77644 1.89474 0.29921 2.4 0.6 0.5
O 0.66854 1.82726 0.61382 -1.1 1.4 -0.1
C 1.37066 0.80248 0.29052 0.7 -2.8 1.0
O 0.93956 -0.20546 -0.30707 1.7 1.5 -1.6
O 2.52137 0.76132 0.89609 0.1 1.0 0.0
H -1.12799 2.61788 1.04393 -0.1 -0.4 -0.1
H -0.87283 2.40140 -0.66778 -0.2 -0.3 -0.1
H 2.95320 -0.09587 0.76729 0.1 0.0 -0.2
C 1.68072 -4.35999 -1.07885 0.1 -0.1 0.0
O 1.16864 -3.41916 -1.44110 -0.2 0.2 -0.1

---

Record 3
18
Properties=species:S:1:pos:R:3:forces:R:3 method="wB97M-V/def2-TZVPD" homo_ev="-6.338 / -6.743" gap_ev="6.01 / 6.26" s_squared=0.754 lumo_ev="-0.33 / -0.48" spin_multiplicity=2
O 1.68802 0.07333 -0.84201 0.0 0.2 -0.4
C 1.62678 0.65089 0.34141 1.0 -0.2 0.5
C 1.02526 -1.20451 -0.78289 -0.4 -0.2 -0.1
O 2.05111 1.76224 0.59208 -0.6 0.0 -0.3
O 1.19108 -0.20153 1.28358 1.2 -0.2 -0.4
C 1.06572 -1.51970 0.70519 0.0 -0.3 0.0
Li 0.52874 2.97746 0.25032 0.0 -0.5 0.2
H 1.57546 -1.91501 -1.40442 -0.1 0.2 0.1
H -0.00177 -1.06649 -1.14451 0.2 0.0 0.1
H 1.94174 -2.10699 1.00255 -0.2 0.1 0.0
H 0.13752 -1.96783 1.06962 0.2 0.1 -0.1
O -2.13771 -0.60319 0.70617 -2.3 -2.6 -2.2
C -2.35150 0.10996 -0.39354 0.1 0.7 -1.4
C -1.66776 1.25225 -0.67348 -0.7 -0.7 -0.9
O -0.73264 1.72071 0.19371 0.7 2.2 -2.3
Hg -1.05154 0.52566 1.86453 0.7 1.3 6.2
H -3.07760 -0.26089 -1.13933 0.3 0.1 0.5
H -1.81090 1.77364 -1.62899 0.0 -0.1 0.5

---

Record 4
17
Properties=species:S:1:pos:R:3:forces:R:3 method="wB97M-V/def2-TZVPD" homo_ev="-4.662 / -3.825" gap_ev="7.56 / 5.34" charge=-1 lumo_ev="2.89 / 1.51"
C 2.47203 -0.01184 1.44021 -1.3 2.1 -1.7
C 0.15118 0.41137 -1.12318 0.1 -1.1 -0.7
C 0.51823 1.20542 0.18368 -1.0 -2.2 -0.6
C -1.20222 -0.34689 -1.04490 1.1 3.0 2.7
C 0.93622 0.28216 1.27680 0.8 0.2 -0.1
N -2.16856 -2.18244 -0.21128 0.2 0.4 0.6
N -1.19064 -1.48534 -0.18952 1.3 -1.7 0.4
O 2.84354 -0.47779 2.48642 0.8 -1.4 1.8
O 3.10521 0.47835 0.46211 -0.1 -0.6 0.2
O -3.28683 -2.02643 -0.65203 -1.0 -0.3 -0.6
I -0.45168 -0.01782 2.78959 0.2 -0.1 0.2
H -0.05504 1.22496 -1.83633 0.4 -0.5 -0.4
H 0.93793 -0.33935 -1.50687 -0.8 1.6 0.7
H 1.35449 1.83685 -0.04069 0.2 0.6 -0.1
H -0.43963 1.67325 0.41762 0.3 0.7 0.2
H -1.86783 0.36402 -0.51582 -0.2 -0.1 -0.3
H -1.65641 -0.58849 -1.93581 -0.8 -0.6 -2.4

---

Record 5
15
Properties=species:S:1:pos:R:3:forces:R:3 method="wB97M-V/def2-TZVPD" homo_ev="-7.552 / -8.331" gap_ev="6.86 / 7.68" lumo_ev="-0.69 / -0.66"
C 0.68519 -1.60415 -1.87503 1.1 0.6 4.1
C -0.28490 -0.99616 -0.90056 3.3 1.4 -0.7
C -0.00058 0.15462 -0.21883 -0.2 2.4 2.2
N 1.07247 1.09839 -0.43804 -0.6 -1.8 -0.8
N 1.11216 2.07687 0.41168 -1.2 0.7 1.6
N 0.13573 1.92771 1.27581 0.0 -0.6 -0.3
C -0.58079 0.80856 1.01474 -1.7 -0.3 1.2
C -1.92756 0.60794 2.32016 3.7 -0.2 -3.2
I -1.23375 1.54595 3.97852 -0.3 0.1 0.5
H 0.57475 -2.65611 -1.94719 -0.2 -0.8 -0.4
H 1.68418 -1.36009 -1.43220 -0.4 -0.5 -0.6
H 0.62193 -1.08279 -2.73606 -0.1 1.2 -3.4
H -1.16833 -1.44349 -0.78716 -3.4 -1.6 0.9
H 1.73965 1.27808 -1.17532 -0.3 -1.0 -0.4
H -2.43013 -0.35533 2.50949 0.3 0.5 -0.6

---

Record 6
15
Properties=species:S:1:pos:R:3:forces:R:3 method="wB97M-V/def2-TZVPD" homo_ev="-4.340 / -4.013" gap_ev="7.21 / 6.38" charge=-1 lumo_ev="2.87 / 2.36"
C -0.70717 -2.49050 0.42274 0.0 1.1 3.9
C -0.05663 -1.26745 0.73193 -0.9 -2.1 -0.6
C 0.40460 -0.33797 -0.12388 1.9 4.7 2.7
C 0.93752 1.34599 0.80019 -2.0 -4.4 -1.2
C 0.45934 -0.06878 -1.54437 1.2 -0.7 -0.2
O -0.87232 2.16778 -1.02403 -0.7 0.5 1.4
O 0.25316 3.69086 0.50644 -1.2 1.0 0.5
S -0.51531 2.43189 0.41277 1.8 1.1 -2.1
I 0.77593 1.14763 2.96343 0.5 0.0 -0.2
H -1.15493 -2.97368 1.36842 0.7 0.3 -1.9
H -1.04481 -2.77622 -0.51716 -0.3 -0.5 -1.6
H 0.02304 -1.04319 1.78537 0.1 -0.1 0.1
H 0.30205 -0.95749 -2.10108 -0.4 -0.9 -0.9
H 1.37676 0.38652 -1.90975 0.7 -0.3 0.4
H -0.18123 0.74462 -1.77102 -1.3 0.4 -0.3

---

Record 7
17
Properties=species:S:1:pos:R:3:forces:R:3 method="wB97M-V/def2-TZVPD" homo_ev="-12.312 / -12.277" gap_ev="6.02 / 5.19" s_squared=2.011 charge=+1 lumo_ev="-6.29 / -7.09" spin_multiplicity=3
O -3.04357 0.05771 1.24189 -0.1 -0.2 -0.1
C -2.20200 0.47454 0.41032 -0.7 0.1 0.1
O -2.46582 0.68386 -0.79729 0.1 -0.1 -0.3
O -0.96903 0.72628 0.89981 -0.2 0.5 1.1
C 0.08148 1.04020 -0.01154 -0.7 -2.1 1.8
Li -4.27436 0.07078 -0.28543 0.6 0.2 0.2
H 0.80124 1.63290 0.56867 0.0 -0.4 -0.2
H -0.30439 1.71007 -0.78749 0.2 -0.9 -0.3
C 0.88686 -0.19285 -1.72426 1.3 -2.0 0.3
C 0.76694 -0.37344 -0.37556 -0.4 5.8 -3.4
H 0.02160 -0.03130 -2.36979 0.3 0.9 0.4
H 1.86700 -0.35536 -2.19053 -0.5 -0.7 -0.4
Ni 1.11061 -1.07948 2.85910 0.3 0.6 -0.9
O 2.10143 -0.28413 1.62299 -0.5 -0.7 1.0
C 1.82868 -0.99084 0.46322 -1.5 -0.6 -0.6
H 2.74077 -1.20370 -0.12155 -0.4 -0.4 0.4
H 1.05256 -1.88525 0.59744 2.0 0.1 0.9

---

Record 8
15
Properties=species:S:1:pos:R:3:forces:R:3 method="wB97M-V/def2-TZVPD" homo_ev="-13.248 / -15.229" gap_ev="4.43 / 6.42" s_squared=0.771 charge=+2 lumo_ev="-8.81 / -8.81" spin_multiplicity=2
C -0.62938 0.32255 -0.00481 3.3 -1.0 1.5
C -1.62469 -0.17170 0.88839 -1.8 1.5 -2.6
H -2.28296 0.54239 1.39592 0.4 -0.4 0.2
H -1.38560 -1.13000 1.36333 -0.5 0.3 -0.2
O 1.72451 0.31256 -0.14781 1.0 0.3 0.3
C 0.53142 -0.06296 -0.57989 -3.3 0.5 -0.7
Pb 3.47316 -0.48786 0.40777 0.8 -0.1 0.2
H 0.49324 -0.59083 -1.54691 0.3 0.2 0.2
C -2.31195 -0.25593 -0.85838 -1.4 -0.8 1.6
C -2.68632 1.11895 -1.32812 0.7 -1.2 0.3
O -2.76822 1.46024 -2.49814 0.1 0.5 -0.4
Li -3.07768 2.96410 -3.52959 0.0 -0.3 0.0
H -3.17497 -0.73829 -1.37584 -2.0 0.3 0.6
H -2.00184 -1.31249 -0.91683 2.0 0.5 -1.2
H -3.10483 1.79137 -0.55239 0.4 -0.3 0.1

---

Q: Which energy relative to the best compared isomer or geometry (same formula, charge and spin) values were calculated for the entries above? A: 260.5 57.5 97.3 260.4 468.7 282.4 0.0 325.2, in kJ/mol.